Record 1
C32H48BF5MgN6O6Te as an isolated structure, computed with ωB97M-V/def2-TZVPD.

The geometry in XYZ format:
```
100
Properties=species:S:1:pos:R:3
Mg 0.674 -0.426 -1.025
C -4.424 0.696 1.196
C -3.452 0.810 0.073
C -3.777 1.010 -1.246
C -2.550 1.204 -1.903
N -1.551 1.050 -1.047
N -2.102 0.830 0.183
B -1.240 1.173 1.451
N -0.692 0.025 2.375
N 0.651 -0.139 2.467
C 0.887 -0.953 3.473
C -0.325 -1.341 4.077
C -1.300 -0.684 3.364
C -2.762 -0.715 3.635
C 2.293 -1.276 3.918
C 2.439 -2.789 4.112
C 3.311 -0.791 2.890
C 2.549 -0.567 5.256
N -0.028 1.998 0.984
N 1.000 1.502 0.234
C 1.932 2.441 0.204
C 1.495 3.586 0.890
C 0.256 3.251 1.381
C -0.657 4.082 2.220
C 3.297 2.260 -0.418
C 3.381 3.076 -1.713
C 3.585 0.798 -0.727
C 4.347 2.766 0.580
C -2.394 1.682 -3.332
C -3.657 2.462 -3.724
C -2.253 0.497 -4.282
C -1.197 2.624 -3.461
H -5.401 1.030 0.844
H -4.133 1.313 2.044
H -4.535 -0.328 1.545
H -4.772 1.087 -1.648
H -1.955 1.857 2.146
H -0.481 -1.994 4.920
H -2.927 -1.189 4.604
H -3.307 -1.292 2.891
H -3.189 0.286 3.665
H 2.320 -3.311 3.162
H 1.697 -3.166 4.820
H 3.431 -3.020 4.509
H 3.144 -1.261 1.924
H 4.320 -1.033 3.238
H 3.235 0.288 2.752
H 1.862 -0.922 6.029
H 2.413 0.510 5.150
H 3.571 -0.756 5.593
H 2.018 4.516 1.031
H -0.214 5.071 2.348
H -0.813 3.642 3.205
H -1.636 4.197 1.755
H 2.661 2.702 -2.441
H 4.378 2.984 -2.149
H 3.176 4.135 -1.529
H 2.981 0.451 -1.558
H 3.416 0.156 0.138
H 4.624 0.676 -1.040
H 4.198 3.816 0.837
H 5.343 2.658 0.143
H 4.312 2.182 1.500
H -4.537 1.817 -3.761
H -3.518 2.890 -4.719
H -3.856 3.274 -3.022
H -3.069 -0.216 -4.125
H -1.308 -0.016 -4.146
H -2.290 0.837 -5.320
H -1.331 3.497 -2.816
H -1.113 2.961 -4.497
H -0.270 2.126 -3.193
O 1.017 -4.426 -3.400
C 0.640 -3.568 -2.638
O 1.083 -2.337 -2.565
C -0.490 -3.774 -1.641
C -1.553 -2.671 -1.824
C -2.903 -3.143 -1.292
C -2.620 -3.186 0.228
C -1.203 -2.602 0.296
O -1.188 -1.703 -0.828
C -0.145 -3.623 -0.122
C 1.260 -3.095 0.243
O 2.070 -3.895 0.706
O 1.442 -1.847 0.104
H -0.910 -4.763 -1.839
H -1.550 -2.203 -2.803
H -3.202 -4.105 -1.710
H -3.667 -2.399 -1.525
H -2.647 -4.195 0.643
H -3.327 -2.566 0.782
H -0.965 -2.051 1.201
H -0.260 -4.579 0.392
F 1.139 0.082 -5.493
Te 1.756 -0.965 -3.990
F 3.207 -1.407 -2.802
F 3.208 0.223 -4.443
F 2.538 -2.213 -5.132
F 0.109 -1.798 -4.643
O 0.976 0.214 -2.816
```

Output
Energy above the lowest of the compared OMol25 structures with the same formula, charge and spin, eV: 0.240
Charge: -2
F_max, eV Å⁻¹: 0.77
E_tot, eV: -82201.6019
Lowest unoccupied orbital energy, eV: 4.02

Record 2
C32H48BrInN9O2SSi2Te as an isolated structure, computed with ωB97M-V/def2-TZVPD.

The geometry in XYZ format:
```
97
Properties=species:S:1:pos:R:3
In -0.476 -1.663 -0.927
N -3.849 -1.427 -4.713
C -3.242 -1.461 -3.472
S -0.822 -2.367 -3.517
N -3.953 -1.944 -2.507
N -3.257 -2.114 -1.330
C -3.974 -2.418 -0.327
C -3.337 -2.795 0.944
C -4.099 -2.936 2.099
C -3.462 -3.294 3.275
C -2.094 -3.508 3.255
C -1.413 -3.360 2.052
N -2.021 -3.016 0.923
H -4.651 -2.040 -4.744
H -3.199 -1.597 -5.465
H -5.063 -2.435 -0.391
H -5.165 -2.747 2.067
H -4.025 -3.399 4.195
H -1.554 -3.790 4.149
H -0.342 -3.497 1.978
N 3.774 -2.195 0.930
C 3.687 -1.331 1.991
C 2.369 -1.309 2.349
N 1.639 -2.120 1.517
C 2.513 -2.623 0.673
C 2.166 -3.503 -0.434
N 0.964 -4.020 -0.623
C 1.061 -4.711 -1.808
C 2.322 -4.597 -2.312
N 3.026 -3.839 -1.417
H 4.533 -2.238 0.244
H 4.550 -0.817 2.378
H 1.899 -0.741 3.136
H 0.213 -5.229 -2.224
H 2.767 -4.963 -3.221
H 3.893 -3.303 -1.600
C -0.215 0.731 -3.500
C -1.548 0.265 -4.089
C -2.604 1.332 -3.796
C -1.368 0.092 -5.604
N -1.932 -0.975 -3.337
H 0.099 1.658 -3.984
H 0.565 -0.017 -3.634
H -0.323 0.915 -2.430
H -2.294 2.286 -4.228
H -2.717 1.465 -2.719
H -3.572 1.065 -4.221
H -0.775 0.922 -5.991
H -2.318 0.100 -6.140
H -0.824 -0.832 -5.813
C -2.249 -0.356 5.429
Si -1.999 1.467 5.060
C -0.197 1.921 5.305
C -3.054 2.479 6.243
C -2.508 1.836 3.301
Te -1.555 0.486 1.914
C -1.728 1.805 0.230
Si -0.263 2.963 0.057
C -0.576 4.095 -1.411
C -0.082 4.033 1.595
C 1.322 2.003 -0.153
H -1.982 -0.584 6.463
H -1.636 -0.986 4.778
H -3.291 -0.648 5.276
H 0.164 1.586 6.281
H -0.052 3.002 5.248
H 0.425 1.458 4.536
H -2.792 2.274 7.284
H -4.115 2.254 6.115
H -2.916 3.549 6.069
H -2.197 2.849 3.038
H -3.589 1.765 3.167
H -2.690 2.314 0.312
H -1.787 1.124 -0.621
H -1.521 4.633 -1.294
H -0.628 3.523 -2.340
H 0.221 4.835 -1.516
H -0.926 4.714 1.734
H 0.823 4.640 1.505
H 0.021 3.419 2.493
H 1.344 1.343 -1.024
H 1.493 1.371 0.723
H 2.166 2.694 -0.241
Br 6.371 -0.224 -4.118
C 5.895 0.865 -2.635
C 6.485 2.116 -2.530
C 6.152 2.941 -1.467
C 5.221 2.515 -0.530
C 4.629 1.270 -0.661
C 4.965 0.418 -1.710
C 4.298 -0.946 -1.764
O 5.064 -1.932 -1.498
O 3.085 -0.993 -1.969
H 7.198 2.435 -3.278
H 6.615 3.916 -1.380
H 4.946 3.158 0.298
H 3.880 0.937 0.047
```

Output
Energy above the lowest of the compared OMol25 structures with the same formula, charge and spin, eV: 0.045
Charge: -1
F_max, eV Å⁻¹: 0.54
E_tot, eV: -160574.3996
Lowest unoccupied orbital energy, eV: 2.00

Record 3
A 6-piece molecular cluster, C32H48F4NO23PS overall in a non-equilibrium geometry, computed with ωB97M-V/def2-TZVPD.

The geometry in XYZ format:
```
110
Properties=species:S:1:pos:R:3
O 5.473 -2.756 2.444
C 4.752 -2.473 3.422
O 5.433 -2.113 4.641
C 3.141 -2.556 3.354
C 2.592 -3.243 2.015
C 1.047 -2.953 1.679
C 0.115 -2.634 2.945
C -0.109 -1.020 2.903
N -1.584 -0.639 3.098
C -1.556 0.036 4.449
O -1.242 -0.848 5.549
O -0.069 -0.507 6.140
P -2.163 0.617 1.936
O -2.106 0.039 0.320
O -3.769 1.104 2.253
S -1.032 2.218 1.949
C -2.300 -1.950 2.926
C -1.379 -3.277 3.052
C -1.536 -3.854 4.571
O -0.726 -4.711 5.072
O -2.606 -3.461 5.381
C -1.760 -4.568 2.178
F -1.847 -4.170 0.799
F -0.745 -5.602 2.286
C -3.142 -5.278 2.570
F -4.158 -4.396 3.027
F -2.941 -6.391 3.465
H 4.799 -1.697 5.267
H 2.843 -3.259 4.228
H 2.638 -1.546 3.607
H 2.837 -4.371 1.972
H 3.202 -2.784 1.144
H 0.665 -3.876 1.077
H 1.037 -2.088 0.909
H 0.504 -2.776 4.007
H 0.650 -0.601 3.645
H 0.136 -0.461 1.937
H -2.574 0.527 4.697
H -0.789 0.899 4.506
H 0.515 -1.309 6.164
H -1.438 0.590 -0.169
H -4.089 0.734 3.119
H -2.617 -1.994 1.811
H -3.336 -2.030 3.434
H -3.549 -5.761 1.601
C 2.061 5.155 -1.917
C 1.739 3.837 -1.243
C 2.704 2.739 -1.579
O 1.898 1.573 -1.454
C 0.618 1.957 -1.695
O -0.298 1.193 -1.869
O 0.500 3.309 -1.714
H 3.130 5.375 -1.879
H 1.729 5.163 -2.959
H 1.533 5.970 -1.414
H 1.658 3.976 -0.159
H 3.545 2.703 -0.884
H 3.090 2.792 -2.601
C 5.962 9.745 -2.118
C 5.909 8.249 -1.885
C 4.660 7.792 -1.190
O 5.094 6.626 -0.503
C 6.430 6.783 -0.274
O 7.076 6.085 0.453
O 6.931 7.835 -0.980
H 5.002 10.132 -2.470
H 6.254 10.280 -1.211
H 6.714 9.980 -2.876
H 6.055 7.714 -2.830
H 3.864 7.547 -1.895
H 4.278 8.509 -0.457
C 1.385 -9.086 -1.300
C 1.889 -7.844 -0.592
C 0.827 -7.113 0.173
O 1.283 -5.778 0.151
C 2.048 -5.643 -0.970
O 2.430 -4.594 -1.405
O 2.320 -6.857 -1.528
H 0.713 -9.667 -0.663
H 0.869 -8.832 -2.230
H 2.226 -9.728 -1.573
H 2.738 -8.095 0.053
H 0.744 -7.469 1.201
H -0.160 -7.154 -0.299
C -4.698 0.570 -1.896
C -5.849 0.906 -0.969
C -7.120 0.179 -1.299
O -8.120 1.078 -0.837
C -7.577 2.327 -0.888
O -8.202 3.340 -0.760
O -6.233 2.272 -1.106
H -4.644 -0.503 -2.098
H -4.777 1.110 -2.843
H -3.752 0.873 -1.441
H -5.556 0.738 0.073
H -7.193 -0.778 -0.779
H -7.265 0.013 -2.371
C -3.007 1.433 -6.312
C -1.809 1.782 -5.452
C -2.020 2.991 -4.587
O -0.701 3.503 -4.444
C -0.005 3.104 -5.545
O 1.077 3.523 -5.847
O -0.697 2.171 -6.255
H -3.942 1.514 -5.751
H -3.062 2.074 -7.196
H -2.921 0.406 -6.674
H -1.509 0.915 -4.852
H -2.439 2.732 -3.613
H -2.646 3.759 -5.052
```

Output
Charge: 0
F_max, eV Å⁻¹: 7.13
E_tot, eV: -113532.7559
SMILES: O=C(O)CCC[C@H]1C[N@@+](COO)(P(O)(O)=S)C[C@@]1(C(=O)[O-])C(F)(F)C(F)F.C[C@@H]1COC(=O)O1.C[C@@H]1COC(=O)O1.C[C@@H]1COC(=O)O1.C[C@@H]1COC(=O)O1.C[C@@H]1COC(=O)O1
Lowest unoccupied orbital energy, eV: -1.09

Among the records above, which one has the highest F_max? C32H48F4NO23PS